Molecular formula: C34H67F2HgN6O11S2
Method: DFT, the ωB97M-V functional and the def2-TZVPD basis

Its gap between HOMO and LUMO is 0.19061 Eh. For the HOMO energy, the calculation gives -9.42 eV.

Structure (ORCA input):
```
! wB97M-V def2-TZVPD RIJCOSX def2/J DEFGRID3
* xyz 1 1
Hg 2.810 1.778 -1.323
N 1.387 0.127 -0.726
S 1.203 -1.404 -0.825
O 0.433 -1.928 -1.921
O 1.157 -2.057 0.463
F 2.686 -1.792 -1.297
S -0.114 0.430 0.023
O -0.025 0.631 1.450
O -1.310 -0.144 -0.528
F -0.159 1.920 -0.562
N -5.099 -1.357 -3.180
C -4.161 -0.597 -2.524
C -2.932 -0.946 -3.025
C -3.109 -2.057 -3.893
C -4.468 -2.266 -3.957
H -6.087 -1.256 -3.043
H -4.455 0.207 -1.874
H -2.013 -0.435 -2.801
H -2.347 -2.632 -4.391
H -5.008 -3.030 -4.493
N -2.630 -0.850 4.524
C -2.143 -1.178 3.286
C -3.055 -1.905 2.565
C -4.076 -2.206 3.511
C -3.788 -1.571 4.704
H -2.157 -0.248 5.170
H -1.178 -0.759 3.033
H -3.090 -2.168 1.522
H -4.994 -2.742 3.328
H -4.290 -1.558 5.657
N 1.305 -0.409 5.393
C 1.743 -0.107 6.645
C 1.913 1.249 6.736
C 1.518 1.797 5.494
C 1.128 0.748 4.680
H 1.085 -1.324 5.015
H 2.125 -0.778 7.398
H 2.383 1.751 7.565
H 1.686 2.832 5.236
H 0.810 0.776 3.652
N 0.084 -3.715 5.623
C 1.404 -3.712 5.935
C 2.122 -3.452 4.790
C 1.180 -3.239 3.755
C -0.073 -3.470 4.277
H -0.670 -3.909 6.256
H 1.797 -3.769 6.937
H 3.184 -3.273 4.752
H 1.394 -2.934 2.742
H -1.024 -3.296 3.800
N -4.522 4.496 -3.094
C -3.744 3.403 -3.419
C -3.544 2.690 -2.266
C -4.418 3.219 -1.292
C -4.958 4.369 -1.790
H -4.719 5.250 -3.724
H -3.340 3.335 -4.416
H -2.918 1.820 -2.165
H -4.569 2.843 -0.293
H -5.518 5.162 -1.326
C -2.793 2.270 2.830
C -2.145 3.317 1.937
O -0.744 3.366 2.139
H -2.362 2.259 3.830
H -2.648 1.299 2.347
H -3.882 2.319 2.877
H -2.559 4.301 2.155
H -2.310 3.022 0.895
H -0.388 2.472 2.145
C 3.800 -0.472 1.864
C 3.305 0.944 1.730
O 4.033 1.609 0.647
H 3.336 -0.947 2.732
H 4.880 -0.446 2.043
H 3.610 -1.099 0.995
H 3.496 1.546 2.618
H 2.252 0.973 1.462
H 4.989 1.616 0.761
C 5.858 -0.934 -1.786
C 5.484 0.380 -2.449
O 4.032 0.413 -2.590
H 5.399 -1.750 -2.343
H 5.505 -0.927 -0.755
H 6.933 -1.114 -1.735
H 5.870 0.467 -3.464
H 5.778 1.233 -1.839
H 3.764 -0.234 -3.295
C 3.651 -3.621 -4.984
C 2.614 -2.576 -4.513
O 3.218 -1.280 -4.515
H 3.287 -4.647 -4.913
H 4.561 -3.590 -4.381
H 3.955 -3.481 -6.025
H 2.396 -2.881 -3.498
H 1.766 -2.567 -5.194
H 3.577 -1.081 -5.386
C 0.210 5.198 -1.291
C 1.686 4.846 -1.226
O 1.864 3.658 -0.433
H 0.128 6.170 -1.786
H -0.241 5.334 -0.307
H -0.349 4.445 -1.843
H 2.313 5.642 -0.821
H 1.997 4.650 -2.252
H 1.636 3.832 0.491
C -0.484 1.739 -4.056
C 0.983 1.348 -4.077
O 1.812 2.396 -3.521
H -0.895 1.654 -3.045
H -1.046 1.010 -4.642
H -0.711 2.777 -4.308
H 1.274 1.110 -5.101
H 1.030 0.431 -3.489
H 1.694 3.114 -4.157
C -1.929 -3.978 -0.399
C -3.038 -4.387 -1.316
O -4.203 -3.605 -1.100
H -2.121 -4.115 0.671
H -1.677 -2.916 -0.452
H -1.001 -4.520 -0.609
H -3.353 -5.424 -1.215
H -2.697 -4.198 -2.340
H -4.233 -2.726 -1.489
*
```

Molecular formula: C34H71ClO10P2SSi
Method: DFT, the ωB97M-V functional and the def2-TZVPD basis

As for the SMILES: CC(C)=CCC[C@H](C)CC[Si@](S)(C[C@@H](C)Cl)PP(=O)(O)O.CC(C)=O.CC(C)=O.CC(C)=O.CC(C)=O.CC(C)=O.CC(C)=O.CC(C)=O. Its gap between HOMO and LUMO is 0.29195 Eh. For the HOMO energy, the calculation gives -7.38 eV.

Structure (ORCA input):
```
! wB97M-V def2-TZVPD RIJCOSX def2/J DEFGRID3
* xyz 0 1
C 2.872 -2.468 4.842
C 3.174 -1.844 3.503
C 2.587 -2.511 2.279
C 3.910 -0.724 3.399
C 3.651 0.372 2.379
C 2.155 0.633 2.166
C 1.803 1.393 0.852
C 1.125 2.732 1.163
C 1.062 0.496 -0.178
C -0.434 0.788 -0.432
Si -1.699 -0.040 0.672
S -1.205 0.050 2.760
C -2.152 -1.800 0.187
C -1.185 -2.908 0.607
C -1.949 -4.238 0.700
Cl 0.115 -3.090 -0.627
P -3.607 1.131 0.274
P -4.590 1.484 2.176
O -3.892 2.382 3.116
O -4.927 0.031 2.761
O -6.017 2.121 1.798
H 2.399 -3.448 4.748
H 3.761 -2.559 5.474
H 2.175 -1.816 5.375
H 1.526 -2.265 2.129
H 3.144 -2.228 1.385
H 2.622 -3.595 2.416
H 4.730 -0.599 4.105
H 4.163 0.203 1.421
H 4.090 1.283 2.798
H 1.621 -0.312 2.138
H 1.755 1.206 3.007
H 2.772 1.648 0.408
H 1.886 3.429 1.517
H 0.328 2.645 1.906
H 0.699 3.182 0.260
H 1.576 0.579 -1.139
H 1.162 -0.551 0.123
H -0.684 0.371 -1.418
H -0.656 1.852 -0.498
H -1.824 -1.068 3.172
H -3.108 -2.032 0.678
H -2.339 -1.850 -0.889
H -0.728 -2.705 1.575
H -2.420 -4.289 1.681
H -1.296 -5.092 0.534
H -2.721 -4.214 -0.072
H -3.232 2.437 -0.084
H -4.353 -0.636 2.365
H -5.975 3.039 2.100
C 7.509 -3.170 0.371
C 6.145 -2.607 0.033
O 5.272 -2.575 0.869
C 5.979 -2.119 -1.381
H 7.522 -3.494 1.409
H 7.735 -4.020 -0.275
H 8.275 -2.407 0.221
H 6.134 -2.946 -2.076
H 6.703 -1.333 -1.595
H 4.976 -1.719 -1.522
C 6.861 3.174 -3.128
C 6.404 1.984 -2.317
O 6.980 0.923 -2.377
C 5.204 2.190 -1.434
H 7.732 2.899 -3.719
H 6.062 3.502 -3.794
H 7.122 4.000 -2.464
H 4.346 2.486 -2.038
H 5.406 2.980 -0.709
H 4.970 1.270 -0.903
C 4.744 3.975 4.771
C 4.638 4.246 3.291
O 3.698 3.849 2.644
C 5.762 5.032 2.659
H 3.879 3.403 5.098
H 5.651 3.406 4.984
H 4.784 4.915 5.323
H 6.707 4.503 2.791
H 5.842 6.014 3.127
H 5.565 5.156 1.597
C -4.988 -6.268 -2.529
C -4.289 -4.960 -2.814
O -4.525 -3.962 -2.175
C -3.278 -4.956 -3.935
H -5.685 -6.133 -1.705
H -5.537 -6.601 -3.411
H -4.257 -7.032 -2.260
H -3.756 -5.237 -4.874
H -2.478 -5.667 -3.720
H -2.852 -3.960 -4.034
C -3.298 -5.268 5.496
C -2.724 -6.166 4.427
O -1.955 -5.748 3.593
C -3.157 -7.612 4.449
H -2.910 -4.260 5.372
H -4.387 -5.246 5.423
H -3.023 -5.639 6.484
H -4.241 -7.679 4.336
H -2.877 -8.072 5.398
H -2.677 -8.148 3.634
C -4.984 2.106 -3.363
C -3.713 2.681 -3.940
O -2.684 2.690 -3.300
C -3.792 3.239 -5.336
H -4.785 1.742 -2.358
H -5.759 2.875 -3.322
H -5.338 1.278 -3.979
H -4.521 4.052 -5.378
H -4.101 2.457 -6.033
H -2.817 3.619 -5.632
C -5.886 7.821 -7.573
C -6.085 6.760 -6.519
O -5.297 5.854 -6.376
C -7.314 6.884 -5.652
H -4.971 7.618 -8.125
H -6.730 7.825 -8.263
H -5.814 8.804 -7.104
H -8.213 6.853 -6.270
H -7.296 7.832 -5.111
H -7.342 6.065 -4.937
*
```

Molecular formula: C34H71F6N7O6P
Method: DFT, the ωB97M-V functional and the def2-TZVPD basis

Its gap between HOMO and LUMO is 0.31502 Eh. For the HOMO energy, the calculation gives -6.51 eV.

Structure (ORCA input):
```
! wB97M-V def2-TZVPD RIJCOSX def2/J DEFGRID3
* xyz -1 1
P -0.642 0.402 -1.102
F -2.094 1.040 -1.398
F -0.651 0.073 -2.720
F 0.018 1.880 -1.243
F 0.812 -0.280 -0.834
F -0.838 0.648 0.531
F -1.327 -1.100 -0.930
C 6.205 -0.241 3.719
C 6.945 0.714 4.663
C 6.372 0.960 6.075
C 4.892 1.080 6.015
N 3.725 1.216 5.990
H 6.822 -0.320 2.825
H 5.188 0.104 3.533
H 6.172 -1.213 4.212
H 6.932 1.704 4.206
H 7.996 0.428 4.667
H 6.819 1.811 6.591
H 6.536 0.100 6.725
C 5.651 7.968 -1.713
C 4.309 7.688 -1.066
C 4.272 6.803 0.224
C 4.888 7.413 1.483
N 5.376 7.871 2.398
H 6.095 8.904 -1.373
H 5.585 7.974 -2.801
H 6.246 7.078 -1.510
H 3.690 7.241 -1.844
H 3.820 8.646 -0.890
H 4.646 5.792 0.066
H 3.196 6.811 0.397
C -2.972 6.652 -6.001
C -3.187 5.175 -6.362
C -1.898 4.328 -6.565
C -1.203 4.383 -7.831
N -0.629 4.364 -8.791
H -2.638 7.211 -6.875
H -2.185 6.757 -5.254
H -3.917 6.986 -5.574
H -3.780 4.955 -7.249
H -3.778 4.716 -5.569
H -2.157 3.286 -6.375
H -1.169 4.610 -5.805
C 4.648 -3.722 -7.848
O 5.948 -4.111 -8.382
C 6.384 -3.513 -9.526
C 7.501 -4.355 -10.129
N 8.855 -4.207 -9.519
C 9.781 -5.355 -9.724
C 9.302 -6.530 -8.855
O 10.264 -7.512 -9.164
C 10.088 -8.774 -8.572
H 4.766 -2.803 -7.274
H 4.224 -4.485 -7.195
H 3.932 -3.484 -8.635
H 6.792 -2.550 -9.217
H 5.614 -3.488 -10.298
H 7.603 -4.201 -11.203
H 7.179 -5.387 -9.991
H 8.685 -4.010 -8.543
H 10.843 -5.124 -9.638
H 9.736 -5.753 -10.738
H 8.333 -6.903 -9.187
H 9.347 -6.382 -7.776
H 9.239 -9.317 -8.988
H 9.731 -8.549 -7.567
H 10.952 -9.404 -8.785
C -4.811 -2.769 5.564
O -3.711 -3.124 6.547
C -2.495 -2.437 6.140
C -1.316 -3.202 6.852
N -1.425 -3.598 8.305
C -1.255 -2.353 9.138
C -2.457 -1.374 9.003
O -3.715 -1.972 8.762
C -4.768 -1.036 8.844
H -5.817 -2.952 5.942
H -4.691 -3.274 4.606
H -4.694 -1.717 5.302
H -2.507 -1.390 6.446
H -2.417 -2.521 5.056
H -0.503 -2.489 6.711
H -1.051 -4.083 6.267
H -0.493 -3.961 8.444
H -0.294 -1.888 8.922
H -1.091 -2.704 10.157
H -2.258 -0.623 8.239
H -2.579 -0.676 9.831
H -4.805 -0.623 9.852
H -5.683 -1.614 8.716
H -4.634 -0.263 8.087
C -12.578 1.114 3.548
O -11.434 0.792 2.770
C -10.252 1.562 3.088
C -10.417 3.110 2.802
N -9.178 3.877 2.837
C -8.471 3.948 1.536
C -7.371 5.090 1.687
O -7.852 6.350 2.076
C -6.982 7.453 2.086
H -12.339 0.930 4.595
H -13.439 0.513 3.255
H -12.919 2.123 3.313
H -9.375 1.346 2.477
H -9.731 1.382 4.028
H -10.986 3.544 3.624
H -11.052 3.299 1.937
H -9.369 4.843 3.060
H -9.166 4.188 0.732
H -8.039 2.984 1.270
H -6.895 5.094 0.706
H -6.607 4.738 2.380
H -7.526 8.392 2.186
H -6.497 7.408 1.111
H -6.217 7.553 2.856
N 0.244 -6.146 0.587
C -0.503 -7.269 0.518
C 0.400 -8.290 0.706
C 1.515 -7.727 1.384
C 1.442 -6.362 1.210
H -0.150 -5.303 0.195
H -1.470 -7.268 0.037
H 0.349 -9.353 0.521
H 2.241 -8.358 1.875
H 2.203 -5.615 1.379
*
```

Molecular formula: C34H71N2O4P2
Method: DFT, the ωB97M-V functional and the def2-TZVPD basis

Its gap between HOMO and LUMO is 0.23055 Eh. For the HOMO energy, the calculation gives -12.13 eV.

Structure (ORCA input):
```
! wB97M-V def2-TZVPD RIJCOSX def2/J DEFGRID3
* xyz 1 1
C -4.713 -5.721 1.987
C -5.375 -6.219 0.550
O -6.579 -6.801 0.477
O -4.570 -6.033 -0.667
C -5.216 -5.039 -1.586
C -4.431 -3.612 -1.321
C -4.981 -2.514 -0.185
P -6.542 -2.762 0.895
O -7.752 -3.471 0.165
C -4.127 -1.102 0.090
C -2.767 -0.849 -0.790
C -1.879 0.510 -0.534
C -2.459 1.817 -1.344
N -2.089 3.067 -0.852
C -2.333 -1.997 -1.875
N -3.140 -3.292 -2.102
P -2.431 -4.408 -3.337
O -1.596 -3.535 -4.406
H -4.357 -4.583 1.927
H -3.818 -6.380 2.352
H -5.619 -5.717 2.764
H -6.379 -4.985 -1.458
H -5.031 -5.482 -2.677
H -7.017 -1.415 1.240
H -6.202 -3.370 2.189
H -4.484 -0.338 0.911
H -1.950 0.750 0.628
H -0.746 0.258 -0.769
H -3.141 1.716 -2.315
H -1.482 2.872 -0.017
H -1.319 -1.801 -2.473
H -1.470 -5.265 -2.669
H -3.423 -5.117 -4.108
C -0.117 1.561 3.538
C -1.543 2.083 3.590
C -1.655 3.568 3.239
C -0.918 4.521 4.187
C -1.334 4.429 5.657
C -2.793 4.792 5.889
H 0.525 2.065 4.267
H -0.098 0.490 3.767
H 0.314 1.702 2.542
H -1.971 1.889 4.579
H -2.149 1.511 2.876
H -2.716 3.841 3.198
H -1.268 3.724 2.224
H -1.077 5.549 3.836
H 0.161 4.344 4.117
H -0.708 5.116 6.240
H -1.138 3.426 6.052
H -3.000 5.812 5.549
H -3.028 4.739 6.958
H -3.469 4.109 5.368
C 5.069 -2.407 3.100
C 4.671 -2.663 1.655
C 4.119 -1.420 0.952
C 2.832 -0.847 1.555
C 1.653 -1.821 1.622
C 1.194 -2.300 0.253
H 4.212 -2.105 3.708
H 5.485 -3.318 3.544
H 5.830 -1.623 3.161
H 3.946 -3.483 1.612
H 5.556 -3.007 1.106
H 3.953 -1.659 -0.105
H 4.885 -0.635 0.965
H 2.535 0.030 0.966
H 3.035 -0.474 2.566
H 0.812 -1.317 2.114
H 1.901 -2.685 2.249
H 0.891 -1.455 -0.374
H 0.332 -2.968 0.358
H 1.980 -2.853 -0.267
C -3.979 0.203 -5.689
C -4.883 1.261 -5.076
C -5.776 1.960 -6.104
C -5.031 2.748 -7.187
C -4.092 3.840 -6.670
C -4.814 4.935 -5.901
H -3.280 0.638 -6.411
H -3.386 -0.285 -4.908
H -4.568 -0.565 -6.198
H -4.278 1.993 -4.531
H -5.525 0.778 -4.330
H -6.465 2.628 -5.574
H -6.407 1.209 -6.595
H -5.774 3.204 -7.855
H -4.454 2.055 -7.811
H -3.582 4.296 -7.529
H -3.306 3.407 -6.042
H -5.571 5.417 -6.528
H -4.101 5.703 -5.582
H -5.304 4.545 -5.005
C 11.264 1.593 2.218
C 10.128 1.922 1.263
C 8.777 1.364 1.718
C 8.699 -0.163 1.813
C 9.022 -0.915 0.519
C 8.052 -0.603 -0.611
H 11.425 0.514 2.298
H 12.198 2.040 1.861
H 11.060 1.988 3.217
H 10.373 1.561 0.259
H 10.044 3.012 1.184
H 7.999 1.728 1.037
H 8.533 1.784 2.703
H 7.688 -0.438 2.141
H 9.376 -0.516 2.600
H 8.983 -1.992 0.723
H 10.046 -0.701 0.194
H 7.027 -0.857 -0.326
H 8.311 -1.188 -1.500
H 8.082 0.454 -0.890
*
```